{"formula": "C25H54BF3N4O6P3", "method": "the ωB97M-V functional and the def2-TZVPD basis", "elements": ["C", "C", "P", "C", "C", "C", "C", "C", "O", "C", "C", "C", "C", "C", "C", "C", "C", "C", "C", "C", "C", "C", "O", "B", "N", "O", "N", "P", "N", "C", "P", "N", "O", "H", "H", "H", "H", "H", "H", "H", "H", "H", "H", "H", "H", "H", "H", "H", "H", "H", "H", "H", "H", "H", "H", "H", "H", "H", "H", "H", "H", "H", "H", "H", "H", "H", "H", "H", "H", "H", "H", "H", "H", "H", "H", "H", "H", "H", "H", "H", "H", "H", "C", "C", "O", "C", "O", "C", "F", "F", "F", "H", "H", "H", "H", "H"], "xyz": [[-4.501, -2.614, -0.687], [-3.063, -1.805, -0.406], [-2.367, -0.928, -1.954], [-2.111, 0.906, -1.378], [-0.669, -1.704, -2.532], [-0.703, -3.342, -2.339], [-1.528, -4.208, -3.430], [-3.097, -3.860, -3.664], [-3.536, -4.675, -4.848], [0.568, -1.209, -1.515], [0.236, -1.358, 0.073], [1.559, -1.017, 1.030], [1.171, -1.078, 2.652], [2.458, -1.505, 3.574], [0.419, 0.306, 3.107], [1.382, 1.421, 3.824], [2.307, 2.297, 2.750], [1.793, 3.382, 1.872], [0.534, 3.222, 0.811], [2.513, 4.866, 1.951], [1.262, 0.202, -1.974], [1.843, 0.032, -3.525], [1.867, 1.381, -4.070], [3.450, -0.411, -3.325], [4.519, 0.294, -4.146], [3.907, -1.431, -2.350], [1.209, -1.057, -4.323], [1.704, -1.210, -6.033], [2.108, 0.125, -6.810], [-0.309, -1.236, -4.103], [-1.378, 0.228, -4.719], [-0.848, 0.885, -6.288], [-3.023, -0.335, -5.107], [-5.395, -2.063, -0.120], [-4.440, -3.748, -0.382], [-4.736, -2.491, -1.832], [-2.311, -2.491, 0.171], [-3.372, -0.953, 0.371], [-1.514, 1.556, -2.160], [-3.214, 1.368, -1.374], [-1.726, 1.007, -0.280], [-1.146, -3.629, -1.267], [0.392, -3.822, -2.320], [-0.964, -4.204, -4.482], [-1.478, -5.350, -3.080], [-3.703, -4.290, -2.760], [-3.348, -2.754, -3.951], [-3.386, -4.093, -5.670], [1.425, -2.018, -1.721], [-0.653, -0.723, 0.481], [-0.009, -2.502, 0.311], [2.397, -1.788, 0.752], [1.984, 0.066, 0.856], [0.379, -1.959, 2.754], [3.395, -0.783, 3.464], [2.853, -2.584, 3.337], [2.108, -1.387, 4.707], [-0.073, 0.764, 2.149], [-0.410, 0.009, 3.905], [0.651, 2.225, 4.315], [2.024, 1.000, 4.732], [3.459, 2.068, 2.721], [-0.463, 2.976, 1.414], [0.689, 2.353, 0.037], [0.360, 4.267, 0.310], [3.046, 5.053, 0.925], [3.345, 4.890, 2.793], [1.712, 5.732, 2.134], [2.221, 0.383, -1.287], [0.606, 1.158, -1.860], [1.190, 1.550, -4.783], [4.196, 0.198, -5.144], [4.564, 1.334, -3.922], [3.921, -2.346, -2.762], [1.603, -1.967, -3.924], [2.825, -2.144, -6.160], [0.595, -1.850, -6.741], [1.479, 0.273, -7.630], [-0.565, -2.102, -4.888], [-1.660, 0.885, -6.975], [-0.651, 1.902, -6.124], [-2.962, -0.965, -5.890], [-1.786, 2.246, 10.120], [-2.137, 1.860, 8.695], [-1.636, 2.840, 7.773], [-0.323, 2.704, 7.399], [0.416, 1.814, 7.810], [0.060, 3.778, 6.381], [-0.412, 5.014, 6.714], [-0.433, 3.506, 5.139], [1.408, 3.916, 6.234], [-2.145, 3.255, 10.345], [-2.232, 1.545, 10.831], [-0.702, 2.252, 10.271], [-3.225, 1.838, 8.577], [-1.766, 0.859, 8.446]], "atomic_forces_ev_per_a": [[-0.048, 0.781, -0.526], [-0.890, -0.249, 2.084], [-0.543, 0.766, -0.366], [-0.670, 0.965, 0.475], [1.750, -0.076, 1.595], [-0.247, -1.046, 0.152], [0.317, -0.677, -0.324], [0.129, -0.883, -0.867], [0.832, 2.194, -0.350], [1.085, -0.627, -0.576], [0.800, -0.430, 1.069], [-0.126, 0.147, 0.238], [-0.096, -0.903, -0.828], [-0.002, 0.822, 0.487], [0.281, -0.621, 0.795], [-0.734, 0.784, -0.971], [-1.118, 1.445, -1.118], [1.000, -1.581, 1.489], [-0.645, 0.580, 1.949], [0.677, -0.921, -1.040], [0.228, -0.866, 0.407], [1.730, 2.226, 2.713], [-1.285, -1.546, -0.864], [2.518, -0.010, 0.526], [-1.800, -0.146, 0.589], [-1.828, 0.298, -2.885], [-1.112, -1.870, 1.265], [0.613, 2.119, -5.264], [-0.610, -1.877, 0.642], [-1.660, -3.043, -1.653], [-2.704, 2.227, 0.510], [-1.367, -0.107, 0.047], [3.600, -0.969, -1.193], [2.113, -1.407, -1.095], [-0.169, 2.359, -0.634], [0.333, -0.505, 2.273], [-1.399, 1.311, -1.170], [1.011, -1.611, -1.742], [-1.130, -1.521, 1.776], [2.309, -1.159, -0.058], [-0.407, -0.049, -2.105], [0.947, 0.986, -2.353], [-2.123, 1.330, -0.093], [-1.247, 0.109, 2.113], [-0.129, 2.521, -0.789], [1.066, 1.203, -1.787], [0.655, -1.904, 1.221], [-0.385, -1.450, 1.979], [-1.540, 1.672, 0.629], [1.562, -1.080, -1.126], [0.440, 2.502, -0.632], [-1.481, 1.430, 0.641], [-0.861, -2.017, 0.135], [1.605, 1.769, -0.141], [-2.110, -1.336, 0.010], [-1.052, 2.045, 0.544], [0.875, -0.614, -2.393], [0.757, -0.728, 1.944], [1.559, 0.660, -1.799], [1.980, -2.169, -1.480], [-1.176, 0.745, -2.308], [-2.123, 1.347, 0.972], [1.960, 0.464, -1.303], [-0.031, 1.843, 1.542], [0.380, -2.148, 0.702], [-0.995, 0.061, 1.835], [-1.964, -0.117, -1.726], [1.651, -2.155, -0.349], [-2.083, -0.446, -1.503], [1.040, -1.929, -0.571], [1.068, -0.512, 0.977], [0.425, 0.823, 1.002], [-0.149, -1.676, -0.633], [0.272, 1.558, 0.911], [-0.571, 1.252, 0.004], [-0.983, 0.436, 1.357], [0.722, -0.059, 1.347], [0.477, 0.087, 1.202], [0.450, 1.241, 2.102], [1.355, -0.217, 1.039], [-0.247, -1.288, -0.145], [-0.377, 0.977, 1.187], [0.303, 0.220, 0.077], [-0.301, -0.538, 0.680], [1.774, 0.243, -1.137], [-0.593, -2.543, 2.090], [-1.317, 2.326, -1.345], [0.963, 2.162, -1.222], [0.248, -1.351, 0.002], [-0.226, 0.190, 1.212], [-1.379, -0.570, 0.451], [-0.088, -0.193, -0.048], [0.032, 0.075, -0.136], [-0.156, -0.130, -0.036], [0.250, 0.257, -0.245], [0.137, 0.312, -0.063]], "lowdin_charge": [-0.174, -0.408, 0.943, -0.321, -0.441, -0.188, -0.190, -0.234, -0.148, -0.251, -0.158, -0.154, -0.336, -0.115, -0.176, -0.174, -0.076, -0.267, -0.093, -0.111, -0.031, -0.380, -0.038, -0.399, 0.114, 0.051, -0.190, 0.803, -0.265, -0.379, 0.905, -0.222, -0.346, 0.091, 0.083, 0.048, 0.064, 0.098, 0.018, 0.074, 0.032, 0.119, 0.133, 0.110, 0.144, 0.123, 0.089, 0.103, 0.129, 0.086, 0.123, 0.122, 0.103, 0.134, 0.090, 0.085, 0.094, 0.086, 0.124, 0.087, 0.121, 0.104, 0.083, 0.050, 0.081, 0.070, 0.087, 0.100, 0.140, 0.107, 0.082, 0.057, 0.112, 0.123, 0.157, 0.063, 0.050, 0.005, 0.098, 0.069, 0.049, 0.062, -0.062, -0.212, 0.010, -0.322, 0.142, -0.470, 0.147, 0.109, 0.143, 0.085, 0.085, 0.079, 0.127, 0.125], "charge": 1, "e_homo_ev": -9.316}